{
  "formula": "ClH20O10",
  "method": "wB97M-V/def2-TZVPD",
  "lumo_energy_ev": 2.9,
  "de_lowest_kj_mol": 61.86,
  "charge": -1,
  "spin_multiplicity": 1,
  "symbols": ["Cl", "O", "H", "H", "O", "H", "H", "O", "H", "H", "O", "H", "H", "O", "H", "H", "O", "H", "H", "O", "H", "H", "O", "H", "H", "O", "H", "H", "O", "H", "H"],
  "xyz": [[-0.444871, -0.276323, 0.147097], [-1.383871, -3.049323, 0.512097], [-0.965871, -3.547323, -0.132903], [-1.063871, -2.136323, 0.502097], [-3.874871, 0.131677, -0.928903], [-3.093871, 0.654677, -0.883903], [-3.885871, -0.625323, -0.339903], [-2.445871, 1.778677, 1.814097], [-1.907871, 2.563677, 1.669097], [-1.913871, 1.080677, 1.393097], [2.706129, 0.895677, 0.658097], [3.065129, 0.019677, 0.531097], [1.803129, 0.756677, 0.837097], [1.140129, 2.479677, -1.272903], [1.052129, 1.555677, -1.486903], [1.654129, 2.911677, -1.962903], [1.470129, -2.878323, -1.139903], [1.192129, -2.460323, -0.325903], [1.620129, -3.787323, -0.908903], [1.404129, 0.089677, -2.399903], [0.641129, -0.278323, -1.907903], [1.865129, -0.668323, -2.760903], [1.562129, -2.044323, 1.581097], [1.726129, -1.871323, 2.521097], [0.838129, -1.440323, 1.370097], [0.834129, 2.067677, 2.440097], [1.178129, 2.195677, 3.319097], [0.277129, 1.312677, 2.556097], [-1.870871, 1.845677, -1.646903], [-2.011871, 1.362677, -2.494903], [-1.165871, 1.360677, -1.257903]],
  "forces_ev_per_a": [[0.073, 0.451, 0.162], [-1.866, 0.451, 2.400], [1.372, -1.019, -1.985], [0.057, 0.004, -0.450], [-2.214, -0.969, -0.621], [1.271, 0.587, 0.516], [0.635, 0.280, 0.108], [0.258, -0.155, 0.105], [0.007, 0.053, -0.043], [-0.214, 0.081, -0.038], [2.284, 0.293, -0.156], [0.012, -0.377, -0.110], [-1.866, -0.006, 0.239], [-0.360, 1.530, 0.504], [0.664, -0.205, -0.350], [-0.120, -0.518, 0.037], [-0.056, 0.202, -0.953], [0.064, 0.201, 0.409], [0.152, -0.514, 0.238], [-0.599, -0.380, -0.309], [0.501, -0.127, -0.089], [0.047, -0.252, 0.143], [0.508, -0.150, 0.947], [0.049, -0.197, -0.415], [-0.329, 0.359, -0.222], [0.166, 0.635, -0.063], [0.398, 0.276, 0.397], [-0.860, -0.828, -0.230], [-1.397, 0.151, -1.893], [0.065, 0.649, 0.851], [1.295, -0.504, 0.871]],
  "lowdin_charge": [0.2795, -0.1001, -0.0322, -0.1510, -0.0754, -0.0670, 0.0267, -0.0974, 0.0276, -0.0776, -0.0675, 0.0193, -0.0922, -0.0765, -0.0671, 0.0338, -0.0596, -0.0458, 0.0266, -0.0966, -0.0401, 0.0394, -0.1107, 0.0532, -0.1094, -0.0395, 0.0328, -0.0080, -0.0888, 0.0746, -0.1110]
}